100
Properties=species:S:1:pos:R:3:forces:R:3:mulliken_charge:R:1 method="wB97M-V/def2-TZVPD" homo_lumo_gap_ev=10.0431 homo_energy_ha=-0.3732 charge=0
Ca -0.4729 0.6894 -2.7464 -0.28 -0.18 -0.78 2.15
P -0.4539 -0.0842 0.2338 -0.62 -1.25 1.05 1.73
F 0.3129 -0.5787 -1.1533 1.03 -0.56 0.68 -0.14
F -0.6351 -1.6325 0.6231 0.14 0.31 0.24 -0.40
F 0.8938 -0.0055 1.0890 0.37 0.02 -0.90 -0.29
F -1.2489 0.4648 1.4941 -0.36 0.05 -0.45 -0.35
F -0.2170 1.4225 -0.3668 -0.29 0.14 0.39 -0.41
F -1.8193 -0.2253 -0.6661 -0.07 0.91 0.16 -0.38
P -2.9110 -0.8231 -4.2884 -0.23 -1.12 -0.23 1.30
F -4.0220 -1.1708 -3.1969 -0.02 0.35 0.06 -0.37
F -2.6904 0.6749 -3.6443 -0.42 0.26 -0.08 -0.27
F -1.7466 -1.2943 -3.2087 0.38 -0.29 0.17 -0.51
F -1.7134 -0.4666 -5.3257 0.12 0.14 0.02 -0.34
F -2.9771 -2.3362 -4.8395 0.18 0.27 -0.08 -0.38
F -3.9773 -0.3090 -5.3273 -0.21 0.25 0.06 -0.38
C -1.3469 -4.4574 -1.2402 -0.01 0.59 0.12 -1.31
C -2.8099 -4.0594 -1.1262 0.65 -0.86 -0.17 1.19
C -3.7192 -4.7247 -2.1667 -0.31 0.88 -0.03 -0.19
O -4.8318 -5.1981 -1.3980 0.20 -0.15 0.00 -0.37
C -4.5256 -5.1619 -0.0856 0.27 0.02 -0.05 0.55
O -5.2238 -5.5610 0.7851 -0.25 -0.12 0.22 -0.55
O -3.3004 -4.6212 0.1124 -0.35 0.28 -0.26 -0.39
H -1.2109 -5.4889 -1.5588 -0.09 -0.07 0.09 0.51
H -0.8973 -4.3020 -0.2593 0.14 -0.09 -0.05 0.27
H -0.8288 -3.7961 -1.9347 -0.02 -0.02 -0.14 0.10
H -2.9008 -2.9734 -1.1091 -0.20 0.00 0.13 -0.29
H -3.2222 -5.5320 -2.7019 -0.11 -0.22 0.16 0.27
H -4.1135 -4.0060 -2.8823 0.12 -0.02 -0.09 0.19
C 6.3701 2.9085 1.6560 -0.06 0.17 0.31 -0.74
O 5.1712 2.1784 1.9156 -0.08 -0.13 0.08 -0.32
C 5.1812 0.8883 1.5525 0.01 0.68 -0.01 0.67
O 6.0875 0.3370 0.9848 0.01 -0.29 -0.05 -0.61
O 4.0162 0.3762 1.9044 -0.20 -0.08 0.20 0.03
C 3.8694 -1.0207 1.7060 -0.28 -0.89 -0.05 -0.46
H 6.4305 3.6775 2.4231 -0.10 0.01 -0.03 0.28
H 6.2967 3.3871 0.6810 0.19 -0.12 -0.11 0.24
H 7.2346 2.2598 1.7449 0.09 -0.02 -0.25 0.36
H 2.9913 -1.3604 2.2502 -0.04 0.41 0.11 0.09
H 4.7246 -1.5764 2.0884 0.13 0.16 -0.16 0.44
H 3.6920 -1.2635 0.6569 0.25 0.16 -0.04 0.02
C -1.4580 6.1277 -2.2913 -0.17 -0.05 0.65 -0.74
O -1.1883 4.7719 -2.6855 0.19 0.05 -0.25 -0.28
C -1.7717 3.7741 -2.0569 -0.04 0.23 0.68 0.52
O -1.6131 2.6269 -2.3990 0.11 0.11 -0.41 -0.44
O -2.4826 4.1389 -1.0076 -0.41 -0.05 -0.14 -0.37
C -3.3969 3.1377 -0.4658 0.21 0.15 -0.10 -0.25
H -1.2925 6.2543 -1.2210 0.16 -0.03 -0.07 0.31
H -2.4972 6.3902 -2.4777 0.05 -0.01 -0.28 0.31
H -0.7647 6.7410 -2.8512 -0.06 0.03 -0.16 0.27
H -3.6257 3.4851 0.5340 -0.03 -0.03 0.04 0.25
H -2.9364 2.1550 -0.4521 0.09 0.02 0.06 -0.11
H -4.2875 3.1235 -1.0901 -0.01 -0.01 0.03 0.37
C -2.6287 -2.4839 2.8349 -0.57 -0.45 0.38 -0.34
O -3.3346 -1.2385 2.8413 -0.34 -0.20 -0.70 -0.18
C -3.3408 -0.5303 3.9634 0.15 0.11 -0.01 0.81
O -2.6392 -0.7004 4.9150 0.07 -0.21 0.18 -0.57
O -4.2444 0.4605 3.9251 0.11 0.14 0.09 -0.38
C -4.9684 0.7157 2.7327 -0.29 0.25 -0.32 -0.45
H -2.6996 -2.9187 1.8437 0.30 0.53 -0.26 -0.13
H -3.1892 -3.2032 3.4401 0.32 0.21 0.41 0.44
H -1.6144 -2.3385 3.1885 0.07 -0.15 -0.04 0.18
H -4.3823 1.3067 2.0226 0.19 -0.18 0.08 0.06
H -5.8252 1.3215 3.0218 -0.02 -0.12 0.09 0.30
H -5.2963 -0.1991 2.2469 -0.05 0.00 0.04 0.28
C 2.0354 4.0407 -1.0187 -0.32 0.62 0.47 -0.60
O 3.0528 3.1261 -1.4028 0.30 -0.15 -0.25 -0.32
C 2.6690 2.0733 -2.0986 0.13 -0.17 0.62 0.48
O 1.5259 1.8343 -2.4133 -0.05 0.22 -0.42 -0.74
O 3.6501 1.2368 -2.3603 -0.29 0.03 -0.40 -0.21
C 4.9938 1.6102 -2.1091 1.62 -0.12 0.33 -0.46
H 1.1313 3.5199 -0.7155 -0.01 -0.07 -0.09 0.11
H 1.8325 4.7522 -1.8178 -0.05 -0.16 -0.14 0.31
H 2.4323 4.5869 -0.1664 0.06 -0.07 -0.02 0.32
H 5.2721 2.6051 -2.4524 -0.46 0.05 -0.16 0.38
H 5.6276 0.8913 -2.6266 -0.30 -0.04 -0.21 0.28
H 5.2988 1.5239 -1.0649 -0.54 0.03 0.10 -0.04
C 0.4439 -2.2291 -6.0850 -0.60 -0.33 -0.13 -0.55
O 1.3995 -2.6475 -5.1086 0.02 -0.02 -0.10 -0.44
C 1.5510 -1.9337 -4.0199 0.30 0.27 0.26 0.61
O 1.0442 -0.8533 -3.7543 -0.05 -0.30 -0.36 -0.38
O 2.4198 -2.5691 -3.2613 0.08 -0.38 0.18 -0.44
C 2.7262 -2.0696 -1.9523 0.53 -0.26 -0.09 -0.34
H 0.5315 -1.1737 -6.3098 0.07 0.08 -0.04 0.27
H -0.5595 -2.4568 -5.7358 0.00 0.20 0.17 0.17
H 0.6043 -2.8559 -6.9573 0.35 0.15 -0.04 0.29
H 3.0669 -1.0419 -2.0293 -0.35 0.16 0.22 0.05
H 3.5611 -2.6760 -1.6020 -0.01 -0.04 -0.19 0.38
H 1.8992 -2.2378 -1.2729 -0.18 0.33 -0.05 0.16
C 1.5764 0.8635 8.6996 -0.17 0.25 0.39 -0.68
O 2.0002 0.4830 7.4017 0.60 0.03 -0.14 -0.36
C 1.0661 0.3262 6.4633 -0.35 -0.10 0.15 0.74
O -0.1167 0.3916 6.6408 -0.08 0.11 -0.09 -0.54
O 1.6966 0.0820 5.3154 0.31 -0.02 0.37 -0.28
C 0.9291 -0.0500 4.1417 -0.65 0.28 -1.23 -0.28
H 2.3316 1.5375 9.1022 0.06 -0.05 -0.12 0.23
H 1.5139 -0.0052 9.3549 -0.11 -0.07 -0.12 0.26
H 0.6201 1.3840 8.6722 -0.02 -0.15 -0.06 0.34
H 1.3078 0.6541 3.4017 0.26 -0.04 0.10 0.10
H -0.1334 0.1739 4.2366 0.05 -0.11 0.60 0.27
H 1.0199 -1.0502 3.7178 0.13 -0.10 0.26 0.13